ORCA calculation (ωB97M-V/def2-TZVPD) on a cluster of 2 separate species, C31H55N3O5P in total.

Each line ends with the Löwdin charge.
Atoms and positions in Å:
P: -1.0595 1.8107 -0.9483  0.785
O: -5.2546 -1.9851 1.6605  -0.064
O: -2.2069 0.2161 -3.6151  0.055
O: -3.8832 1.3003 -2.6314  0.004
O: 0.4160 1.5839 -0.9430  -0.426
O: 7.8474 -0.0507 0.5963  -0.204
N: -3.1357 6.0806 -3.7404  -0.036
N: -1.3902 6.4069 -2.5167  -0.086
N: -2.7147 -0.3094 -1.3935  0.081
C: -2.0602 -2.4261 2.2566  -0.112
C: 9.1292 0.2163 0.0718  -0.138
C: -0.2337 7.0696 -1.9116  0.032
C: -0.0747 -3.6733 1.0469  -0.186
C: 7.5769 -1.4614 0.6155  -0.242
C: -4.3529 7.6827 -5.2268  -0.074
C: -4.2892 -1.8934 -2.3137  0.030
C: -0.6692 0.2977 1.7614  -0.300
C: -3.3469 -1.4669 -1.1925  -0.126
C: -1.2209 -3.7432 2.0986  -0.162
C: 1.2410 -4.3124 1.6183  -0.194
C: -3.1550 -2.1894 0.0057  -0.059
C: -1.7767 5.1015 -2.3217  -0.005
C: 6.0750 -1.6832 0.8547  -0.187
C: -1.6112 -0.3734 0.7275  -0.086
C: 5.6060 -3.1124 0.4423  -0.200
C: -1.5507 0.6946 3.0175  -0.039
C: -1.8727 0.2261 -0.4964  -0.190
C: -5.0231 -3.3602 1.3749  -0.205
C: 2.1327 -4.9595 0.5293  -0.211
C: 1.4537 0.1853 4.4460  -0.107
C: -2.8770 4.8971 -3.0852  0.023
C: -3.8953 -3.5035 0.2575  -0.078
C: 4.1855 -3.4381 1.0070  -0.207
C: 3.2043 -4.0018 -0.0588  -0.209
C: 1.5938 0.3473 2.8982  -0.210
C: -4.2220 6.2630 -4.7153  -0.154
C: -2.2367 6.9871 -3.3645  -0.015
C: -2.9594 0.4737 -2.6867  -0.775
C: -2.2608 -1.6335 0.9677  -0.056
C: 0.5791 -0.5631 2.1126  -0.160
H: -1.2114 4.4695 -1.6583  0.087
H: 7.9251 -1.8936 -0.3437  0.119
H: -0.3370 -4.2765 0.1548  0.111
H: 9.9437 0.1096 0.8196  0.090
H: -0.5766 7.9106 -1.3120  0.106
H: 4.3291 -4.2234 1.7766  0.116
H: 9.1459 1.2656 -0.2747  0.088
H: -4.8805 -1.7824 2.5246  0.084
H: 0.1643 -2.6590 0.7011  0.082
H: -1.3839 2.2730 -2.2432  0.034
H: 1.9918 -0.7011 4.8205  0.074
H: 3.8036 -4.5599 -0.8057  0.109
H: -4.0285 5.5840 -5.5465  0.139
H: 5.6485 -3.1556 -0.6605  0.110
H: -0.2758 1.2536 1.3772  0.081
H: 3.8153 -2.5189 1.4925  0.090
H: -3.7812 -1.8635 -3.2960  0.105
H: 9.4008 -0.4147 -0.7973  0.085
H: 2.6211 0.0330 2.6431  0.102
H: -1.2307 1.7007 3.3477  0.087
H: 0.3728 -1.4219 2.7702  0.101
H: -1.4841 -0.0220 3.8442  0.064
H: -3.4346 8.0140 -5.7156  0.083
H: -5.1109 -1.1562 -2.3446  0.111
H: -1.2944 2.7768 0.0757  0.038
H: 0.4117 0.1398 4.7968  0.052
H: 5.5301 -0.9354 0.2515  0.121
H: 6.3640 -3.8177 0.8334  0.113
H: 0.3029 6.3683 -1.2790  0.104
H: -1.8238 -4.6466 1.9144  0.102
H: -0.7353 -3.9113 3.0809  0.112
H: 1.0567 -0.9129 1.1789  0.114
H: -3.1699 -4.2903 0.5233  0.103
H: 0.4267 7.4235 -2.7002  0.107
H: 1.4309 1.4185 2.6839  0.106
H: -4.6776 -2.9090 -2.1916  0.075
H: 2.6456 -5.8612 0.9200  0.111
H: 1.9144 1.0655 4.9330  0.075
H: -4.4137 -3.8650 -0.6402  0.094
H: -5.1602 7.7425 -5.9535  0.092
H: -4.5744 8.3758 -4.4127  0.087
H: -4.6117 -3.8782 2.2647  0.111
H: 2.7421 -3.1528 -0.6041  0.117
H: -3.5108 4.0397 -3.2533  0.139
H: -3.0155 -2.7180 2.7298  0.103
H: 1.5378 -5.3227 -0.3337  0.105
H: 8.2021 -1.8753 1.4373  0.131
H: 1.8079 -3.4874 2.0918  0.095
H: -5.9548 -3.8634 1.0819  0.122
H: 1.0265 -5.0418 2.4211  0.111
H: -5.1507 5.9514 -4.2368  0.137
H: -2.5872 0.8179 2.6519  0.087
H: -1.5495 -1.8249 3.0210  0.084
H: 5.8799 -1.4833 1.9245  0.115
H: -2.1842 8.0119 -3.6898  0.167

Properties
- lowest unoccupied orbital energy (eV) = -2.5
- highest occupied orbital energy (eV) = -10.849
- charge = +1
- orbital gap (eV) = 8.34
- multiplicity = 1



ORCA calculation (ωB97M-V/def2-TZVPD) on a cluster of 6 separate species, C31H56BCl10N4O8 in total.

Each line ends with the Löwdin charge.
Atoms and positions in Å:
Cl: -2.1952 -0.1379 -8.9578  0.534
Cl: 2.1367 -4.8983 -1.2678  0.668
Cl: -2.4295 6.9534 -0.4107  0.569
Cl: -5.1345 1.1719 -7.8240  0.533
Cl: 4.9012 0.1167 -1.4482  0.604
Cl: 1.2320 -3.6067 -4.3180  0.614
Cl: 4.0723 -1.5798 -4.2955  0.576
Cl: -3.6464 -3.6430 -4.6591  0.534
Cl: -2.1091 -0.7353 -5.5716  0.525
Cl: 0.2487 5.9494 1.4846  0.667
O: -4.2363 -4.4409 5.0808  -0.066
O: 1.5477 1.5524 1.4369  -0.004
O: 6.4495 -0.1983 3.8881  0.004
O: -5.9825 -3.9780 6.6396  0.022
O: 0.4171 2.9038 4.2392  0.010
O: 1.6046 1.0783 3.6728  0.083
O: 2.9011 3.0218 2.6133  0.023
O: 0.4998 -0.6637 0.9969  -0.189
N: -0.2357 2.9573 1.2041  -0.001
N: 7.7867 1.4248 2.6575  0.050
N: 3.0405 3.8465 0.1197  0.115
N: -1.9389 3.9611 4.5337  0.140
C: -3.3573 2.3437 -0.7848  -0.134
C: -0.8424 0.8350 4.3409  -0.098
C: -6.1662 -6.1503 5.4550  -0.012
C: 0.2641 7.0878 0.1136  -0.619
C: -5.4487 -4.7309 5.7830  -0.403
C: -0.5057 0.3982 1.1017  -0.073
C: -2.8213 -3.3044 -6.2014  -0.663
C: 5.1587 1.7193 3.0080  -0.116
C: 2.1678 -5.7254 -2.8497  -0.614
C: 0.5904 -2.3489 -0.9386  -0.258
C: -0.6947 -0.7692 4.3159  -0.164
C: 1.3226 -1.1377 -1.7032  -0.122
C: -0.0867 -1.8800 0.4767  -0.205
C: 2.9359 3.5603 1.2992  -0.268
C: 5.6486 -0.8465 -3.8994  -0.650
C: 0.2683 1.6226 3.4947  -0.285
C: -2.9931 1.3501 -9.5240  -0.661
C: 2.5159 -4.7953 -3.9959  -0.642
C: -1.0035 7.9198 0.0349  -0.656
C: -2.0844 3.2812 -0.4740  -0.236
C: -1.6271 -2.3887 -6.0233  -0.683
C: 0.1522 1.6852 1.8739  -0.270
C: -0.8016 3.6156 4.2728  -0.254
C: 5.9658 -0.9259 -2.4200  -0.659
C: -3.7125 2.0744 -8.4039  -0.663
C: -2.1398 -2.9470 5.0176  -0.155
C: 3.9430 0.8036 2.4185  -0.035
C: -2.1433 -1.3578 4.7900  -0.226
C: -1.7204 3.1298 1.0900  -0.241
C: -3.5625 -3.3167 5.7219  -0.188
C: 6.5172 0.8764 3.2357  -0.406
B: 2.4963 1.5708 2.5877  -0.887
H: -0.4250 -1.2112 3.2983  0.103
H: 0.4277 6.5122 -0.7996  0.078
H: 1.3109 -3.2505 -0.7682  -0.069
H: -2.4939 -4.2662 -6.6023  0.070
H: 6.4023 -1.3937 -4.4701  0.067
H: 7.8652 1.0619 1.6838  0.081
H: 1.1243 7.7446 0.2605  0.072
H: -1.2169 8.4149 0.9841  0.066
H: 6.9888 -0.5864 -2.2422  0.068
H: -2.3510 4.3895 -0.6611  0.030
H: -4.0304 2.2609 0.1493  0.073
H: -1.8626 1.0750 3.8432  0.117
H: -1.3237 -3.2079 5.7931  0.117
H: -2.3433 2.3554 1.6573  0.110
H: -5.3343 -6.8113 4.9930  0.086
H: -3.5534 -2.8798 -6.8910  0.065
H: -2.2108 1.9904 -9.9375  0.071
H: -6.5493 -6.6613 6.4197  0.092
H: -0.8781 1.1366 5.4590  0.143
H: 5.6384 0.1865 -4.2522  0.069
H: -4.0752 3.0409 -8.7604  0.070
H: -3.6754 1.0820 -10.3327  0.067
H: -1.2272 -1.8151 0.3932  0.117
H: -2.9881 -0.9810 4.0987  0.120
H: -1.4157 -0.0307 1.6486  0.119
H: 1.1943 -6.1966 -2.9981  0.070
H: -4.2606 -2.3989 5.5968  0.128
H: -0.8936 8.6887 -0.7330  0.067
H: -1.9700 -3.5045 4.0343  0.118
H: -3.9154 2.8005 -1.6706  0.064
H: -1.1423 3.0326 -1.0701  0.111
H: -0.2461 -2.7565 -1.6356  0.096
H: -0.7339 0.7669 0.0319  0.132
H: 0.1679 -2.7359 1.2210  0.120
H: -3.4605 -3.4881 6.8585  0.138
H: 1.3896 -1.2557 -2.8365  0.013
H: -3.0535 2.2515 -7.5518  0.070
H: 4.1832 0.4753 1.3493  0.075
H: 0.0740 -1.0319 5.1430  0.131
H: 2.9205 -6.5137 -2.7762  0.069
H: -1.0755 -2.3115 -6.9631  0.061
H: 2.6474 -5.3744 -4.9125  0.073
H: -0.9444 -2.7626 -5.2586  -0.015
H: 5.4281 2.5558 2.2508  0.108
H: 0.2181 3.7217 1.7374  -0.002
H: 5.8763 -1.9471 -2.0439  0.069
H: 4.8966 2.1710 4.0419  0.137
H: 0.7254 -0.1653 -1.5032  0.085
H: 7.6490 2.4547 2.5715  0.068
H: 3.8716 -0.1632 3.0543  0.117
H: -2.3611 -0.8710 5.8219  0.121
H: -1.9648 4.1521 1.5842  0.086
H: 3.4404 -4.2471 -3.8042  0.028
H: 2.3934 -1.0667 -1.3006  0.039
H: -2.9625 1.2808 -0.9776  0.067
H: -7.0599 -6.0208 4.7467  0.087

Properties
- lowest unoccupied orbital energy (eV) = 1.8
- highest occupied orbital energy (eV) = -5.614
- charge = -1
- orbital gap (eV) = 7.39
- multiplicity = 1



ORCA calculation (ωB97M-V/def2-TZVPD) on a structure of composition C31H57AsN6PtSSb2.

Each line ends with the Mulliken spin population.
Atoms and positions in Å:
Pt: -0.6699 0.7046 -0.4419  0.823
Sb: -0.7466 2.6962 2.5094  -0.001
Sb: 2.3794 -1.1546 -1.3409  0.022
As: 1.4678 -2.3742 2.5619  0.002
S: 0.7598 1.0549 1.3782  0.055
N: -3.4811 2.4189 -2.9516  0.021
N: -2.3143 -0.7678 -0.0451  0.275
N: -1.6381 -2.8736 0.7734  0.012
N: -1.9650 0.8422 -2.1010  0.183
N: -1.2069 2.7666 -3.1642  0.027
N: -2.4575 -1.2353 2.2115  0.014
C: 5.3244 1.4452 2.5535  0.000
C: 5.5124 0.4738 0.3704  0.000
C: -2.9672 -1.1087 -1.1693  0.145
C: 3.7268 0.5572 -1.3470  -0.004
C: -2.1402 -1.6603 0.9878  0.019
C: -2.2165 1.9989 -2.7524  -0.024
C: 4.2301 0.9020 0.0198  0.001
C: 0.1429 2.2438 -3.3015  0.075
C: 3.4911 1.6147 0.9761  0.023
C: 3.9964 -2.5430 -1.0292  0.014
C: 1.1236 -2.7954 4.4515  0.000
C: 4.0531 1.8788 2.2239  -0.003
C: -4.5634 2.0587 -2.0431  0.003
C: 2.1141 2.1566 0.7150  0.030
C: -3.8562 -2.2127 -1.2867  0.022
C: 2.2623 -4.1115 2.1033  0.000
C: -1.8648 -3.9870 1.6953  0.001
C: -4.2972 -1.5986 -3.5774  0.138
C: 2.4223 -1.4221 -3.4883  0.000
C: -2.8072 -0.2213 -2.2824  0.215
C: -4.5068 -2.4459 -2.4605  0.047
C: -3.4717 -0.5090 -3.4876  -0.079
C: -3.8988 3.0988 -4.1744  0.002
C: -3.4525 -0.1676 2.3466  -0.010
C: -0.9832 -3.2332 -0.4804  0.013
C: -1.6886 -1.6081 3.4009  0.001
C: -1.3042 4.2251 -3.2174  0.001
C: 3.1187 -1.3834 2.8881  0.000
C: 6.0576 0.7347 1.6159  0.001
C: 0.8245 3.4132 3.7851  0.001
C: -0.6521 4.2676 1.0464  0.017
H: -0.0159 3.9963 0.2064  -0.009
H: -0.2602 5.1654 1.5221  0.001
H: 0.2725 -3.4682 4.5578  0.000
H: -4.2773 4.1005 -3.9677  0.000
H: 3.6404 -3.5649 -1.1500  0.000
H: 4.4393 -2.4315 -0.0411  -0.001
H: -1.0068 -4.1635 2.3431  0.002
H: -4.7014 2.5188 -4.6349  0.001
H: -3.6762 -0.0454 3.4028  0.000
H: 1.4223 2.5617 4.1079  0.000
H: -2.7482 -3.8014 2.2998  0.001
H: -1.5058 -0.7011 3.9760  0.001
H: -1.2788 4.5904 -4.2440  0.001
H: -3.0805 0.7765 1.9489  0.003
H: 2.8502 -0.5466 -3.9751  0.000
H: -0.4505 4.6446 -2.6842  0.000
H: 2.8848 -0.4332 3.3671  0.000
H: -1.6604 4.4621 0.6848  0.000
H: -4.3712 -0.4361 1.8279  0.000
H: -4.0149 -2.8635 -0.4366  -0.002
H: -2.2175 -2.3183 4.0356  0.000
H: 0.6102 2.6973 -4.1757  0.000
H: -5.2069 1.2843 -2.4665  0.003
H: 0.9160 -1.8791 5.0044  0.000
H: 3.7759 -1.9603 3.5392  0.000
H: 0.3805 3.8809 4.6631  0.000
H: 4.5563 0.2329 -1.9749  0.000
H: 5.7436 1.6689 3.5250  0.000
H: -0.5662 -2.3471 -0.9498  -0.006
H: 1.9997 -3.2755 4.8878  0.000
H: -5.1662 2.9485 -1.8613  0.001
H: 3.0536 -2.2820 -3.7065  0.000
H: 3.6391 -1.1664 1.9555  0.000
H: 4.7441 -2.3313 -1.7932  0.001
H: -3.0737 3.1636 -4.8772  0.001
H: 2.4561 -4.1865 1.0339  0.000
H: 2.0007 3.1050 1.2351  -0.004
H: 1.9194 2.3157 -0.3418  -0.031
H: -5.1815 -3.2868 -2.5439  0.003
H: 3.4793 2.4465 2.9486  0.001
H: -0.7277 -2.0203 3.1000  0.002
H: -4.7901 -1.8183 -4.5147  0.004
H: 1.4534 4.1412 3.2754  0.000
H: -0.1686 -3.9159 -0.2531  0.000
H: -2.2146 4.5656 -2.7349  0.001
H: 3.2000 -4.2492 2.6417  0.000
H: 7.0589 0.3973 1.8483  0.000
H: 1.4261 -1.6096 -3.8884  0.000
H: 6.0987 -0.0670 -0.3632  0.000
H: 0.1221 1.1670 -3.4332  -0.022
H: 0.7386 2.4973 -2.4200  -0.018
H: 3.2286 1.3818 -1.8586  -0.003
H: -2.0348 -4.8806 1.0967  0.001
H: -4.1573 1.7121 -1.0952  -0.006
H: -3.3109 0.1229 -4.3516  -0.004
H: -1.6825 -3.7239 -1.1601  0.001
H: 1.5789 -4.9111 2.3904  0.000

Properties
- lowest unoccupied orbital energy (spin up / spin down) (eV) = -4.4 / -7.6
- highest occupied orbital energy (spin up / spin down) (eV) = -12.387 / -12.395
- charge = +2
- orbital gap (spin up / spin down) (eV) = 7.94 / 4.82
- energy above the lowest of the compared OMol25 structures with the same formula, charge and spin (kcal per mole) = 25.60
- multiplicity = 3



ORCA calculation (ωB97M-V/def2-TZVPD) on a structure of composition C31H57BBr2F3N4O6.

Each line ends with the Löwdin charge.
Atoms and positions in Å:
Br: -4.3520 0.3951 1.7552  0.809
Br: -3.4834 2.4480 4.0955  0.789
F: -2.7446 2.3758 0.9082  0.024
F: -1.0776 2.4698 3.0034  0.048
F: -1.7271 0.4694 3.7379  0.044
O: -7.7703 -0.9655 -5.1485  -0.100
O: 2.4889 -1.8572 -2.0781  0.145
O: 0.9278 2.6874 6.4796  -0.096
O: 1.9774 2.3698 -0.8207  -0.037
O: 1.0683 -0.3061 4.8610  0.117
O: 4.9451 -0.7951 -0.4076  -0.187
N: 4.1261 4.8049 2.0792  -0.004
N: 1.6273 -0.4973 -0.0757  0.065
N: 1.1719 0.9164 -5.3570  -0.004
N: 0.1355 -2.1060 3.7828  0.130
C: -0.1900 -0.5194 -1.9481  -0.106
C: -1.6745 0.1778 0.8485  -0.159
C: 1.2627 -0.9767 1.3231  -0.107
C: 2.5047 1.8491 0.3741  -0.285
C: -5.2509 -1.3477 -2.8942  -0.063
C: -4.2290 -0.8619 -3.6750  -0.064
C: -2.5642 1.2294 1.5963  -0.771
C: -2.9165 -0.9654 -3.2720  -0.049
C: 1.9744 1.4595 8.2908  -0.091
C: -8.1622 -2.3362 -5.2398  -0.324
C: 0.7794 -0.8180 3.8023  -0.437
C: -3.5851 -2.0785 -1.3073  -0.077
C: 5.9311 -0.3208 0.4975  -0.081
C: 0.5246 0.2492 -0.8219  -0.209
C: 1.1196 -0.0084 2.5058  -0.066
C: 0.7669 2.2530 7.8284  -0.316
C: -2.0631 1.5579 3.0409  -0.903
C: 4.0228 0.2356 -0.8094  -0.133
C: -1.1308 -1.7087 -1.5883  -0.108
C: -4.8919 -1.9753 -1.7132  -0.079
C: -8.6083 -2.6811 -6.6476  -0.091
C: 3.0590 -3.8385 0.3298  -0.060
C: -0.6134 0.9323 0.0125  -0.069
C: -2.5595 -1.5562 -2.0811  -0.237
C: 1.7000 -3.3076 -0.2780  -0.117
C: 0.9478 1.7941 -4.1933  -0.239
C: 1.1091 1.5293 -1.5788  -0.218
C: 1.7899 1.2791 -2.9562  -0.121
C: 3.6707 2.6893 0.9529  -0.108
C: 2.8524 0.3588 0.1699  -0.125
C: 3.2208 3.6391 2.0844  -0.250
B: 1.9852 -1.8418 -0.7860  -0.453
H: 1.8573 1.1345 9.3258  0.075
H: -4.4583 -0.3676 -4.6165  0.118
H: -8.9689 -2.5227 -4.5234  0.110
H: -9.4583 -2.0628 -6.9455  0.074
H: 3.9836 3.3385 0.1205  0.129
H: -0.8433 0.2235 -2.4253  0.114
H: 2.9518 -4.8333 0.7647  0.087
H: -0.7503 -2.6145 -2.0891  0.133
H: -0.2775 1.7856 0.6179  0.123
H: 0.5916 -2.7712 3.1660  0.081
H: -3.3961 -2.5935 -0.3655  0.118
H: 3.7518 5.5552 1.5156  0.072
H: -0.8428 -2.0141 3.5169  0.092
H: 2.1192 0.5776 7.6619  0.065
H: 0.4143 -0.8545 -2.7949  0.112
H: 4.2725 5.1037 3.0344  0.068
H: 1.0326 1.9013 5.9331  0.041
H: 2.0975 -1.6075 1.6520  0.133
H: 1.3606 2.7702 -4.4711  0.114
H: -1.3469 -0.4950 1.6468  0.094
H: -8.8984 -3.7301 -6.7207  0.076
H: 3.4312 -2.0906 -1.9968  0.134
H: -1.2436 1.4323 -0.7308  0.136
H: -6.3012 -1.2672 -3.1538  0.096
H: -2.1602 -0.5483 -3.9395  0.115
H: 3.8005 0.0431 -1.8582  0.118
H: 5.5205 0.0639 1.4422  0.088
H: 2.0782 0.2505 -3.1855  0.082
H: -2.4153 -0.3801 0.2719  0.052
H: 3.2621 3.1295 3.0514  0.119
H: 0.3810 0.7879 2.4395  0.086
H: 6.5431 -1.1898 0.7682  0.101
H: 1.4798 -4.0050 -1.0924  0.118
H: -0.1141 1.8807 -3.9456  0.106
H: -0.1422 1.6468 7.8997  0.109
H: 2.2125 4.0179 1.8555  0.119
H: 2.7138 1.8704 -2.9869  0.124
H: 4.5463 2.0836 1.2029  0.104
H: 6.6074 0.3867 0.0001  0.107
H: 2.1504 0.6475 -5.4112  0.069
H: 0.8707 -3.4418 0.4284  0.094
H: 2.8794 2.0639 8.2124  0.075
H: 0.3423 -1.5559 1.2573  0.104
H: 3.3446 0.0710 1.1078  0.149
H: -7.3012 -2.9401 -4.9533  0.106
H: 2.0695 0.4746 2.7609  0.127
H: 0.2774 2.1906 -1.8509  0.150
H: 3.5538 -3.1151 0.9871  0.069
H: -8.5316 -0.4288 -5.3904  0.083
H: 3.7331 -3.9602 -0.5310  0.084
H: 0.6952 0.0402 -5.1443  0.057
H: 4.6371 1.1469 -0.8529  0.140
H: -1.1285 -1.9850 -0.5253  0.102
H: 1.7445 2.0072 1.1605  0.118
H: -7.8050 -2.4880 -7.3595  0.077
H: -5.6544 -2.4061 -1.0662  0.114
H: 0.6357 3.1424 8.4429  0.112

Properties
- lowest unoccupied orbital energy (eV) = -2.9
- highest occupied orbital energy (eV) = -11.568
- charge = +1
- orbital gap (eV) = 8.69
- multiplicity = 1



| no. | E (a.u.) |
| --- | --- |
| 1 | -2095.76536 |
| 2 | -6662.41163 |
| 3 | -4777.17433 |
| 4 | -7358.04125 |